No. 1
Here is an isolated ion of composition C22H22Cl2NO3 and charge +1 from OMol25. Energies are from ωB97M-V/def2-TZVPD.

Its SMILES is Oc1cccc([C@H](O)C[NH2+]Cc2ccc(OCc3ccc(Cl)cc3Cl)cc2)c1. The spin multiplicity is 1. Its net charge is +1. For the LUMO energy, the calculation gives -0.092 Ha.

Each line ends with the Löwdin charge.
Cartesian coordinates (Å):
O 6.542 2.335 -1.297  0.08
C 5.543 2.073 -0.430  -0.30
C 4.889 3.064 0.297  -0.01
C 3.870 2.725 1.167  -0.06
C 3.492 1.403 1.330  -0.04
C 4.142 0.411 0.609  -0.20
C 3.742 -1.037 0.763  -0.31
O 4.833 -1.942 0.697  -0.02
C 2.811 -1.444 -0.397  -0.05
N 2.779 -2.925 -0.468  0.06
C 1.806 -3.569 0.471  -0.07
C 0.400 -3.208 0.088  -0.25
C -0.345 -2.313 0.843  -0.03
C -1.635 -1.972 0.482  0.02
C -2.207 -2.525 -0.663  -0.25
O -3.452 -2.282 -1.108  -0.02
C -4.307 -1.435 -0.357  -0.14
C -3.888 0.014 -0.412  -0.23
C -3.466 0.553 -1.623  -0.01
C -3.066 1.871 -1.728  -0.09
C -3.090 2.677 -0.599  -0.67
Cl -2.593 4.323 -0.704  0.70
C -3.513 2.171 0.620  -0.12
C -3.905 0.844 0.706  -0.60
Cl -4.415 0.243 2.248  0.74
C -1.452 -3.420 -1.432  0.03
C -0.172 -3.756 -1.059  -0.03
C 5.159 0.744 -0.271  0.03
H 6.736 3.281 -1.325  0.12
H 5.182 4.097 0.180  0.12
H 3.370 3.498 1.728  0.11
H 2.702 1.146 2.018  0.11
H 3.223 -1.168 1.725  0.15
H 5.611 -1.537 1.094  0.13
H 3.230 -1.055 -1.327  0.15
H 1.804 -1.050 -0.261  0.14
H 3.749 -3.199 -0.225  0.17
H 2.553 -3.233 -1.418  0.18
H 1.958 -4.649 0.414  0.14
H 2.034 -3.235 1.483  0.14
H 0.076 -1.885 1.741  0.12
H -2.184 -1.281 1.100  0.10
H -5.286 -1.553 -0.833  0.15
H -4.380 -1.783 0.679  0.10
H -3.457 -0.083 -2.495  0.13
H -2.745 2.274 -2.674  0.11
H -3.537 2.801 1.495  0.11
H -1.907 -3.847 -2.311  0.13
H 0.380 -4.470 -1.654  0.12
H 5.680 -0.010 -0.843  0.13

=====

No. 2
Here is one molecule with the formula C19H15N3O3 at a distorted geometry from OMol25. Energies are from ωB97M-V/def2-TZVPD.

Its SMILES is O=C(Nc1ccccc1C(=O)N/N=C/c1ccccc1)c1ccco1. The spin multiplicity is 1. Its net charge is 0. Its energy relative to the best compared isomer or geometry (same formula, charge and spin) is 0.909 eV. For the LUMO energy, the calculation gives -0.003 Ha.

Each line ends with the Löwdin charge.
Cartesian coordinates (Å):
O -3.203 -1.909 -1.271  0.08
C -3.157 -0.858 -0.662  -0.39
N -2.159 -0.474 0.187  0.16
C -1.035 -1.185 0.577  -0.15
C -0.876 -2.543 0.301  0.00
C 0.232 -3.225 0.761  -0.06
C 1.200 -2.576 1.514  -0.08
C 1.073 -1.226 1.767  -0.05
C -0.017 -0.508 1.278  -0.10
C -0.136 0.941 1.562  -0.40
O -1.191 1.478 1.875  0.07
N 1.001 1.702 1.546  0.05
N 2.226 1.529 0.996  0.06
C 2.422 0.765 -0.004  -0.11
C 3.752 0.593 -0.550  -0.21
C 3.942 -0.254 -1.643  -0.04
C 5.204 -0.432 -2.177  -0.08
C 6.291 0.231 -1.629  -0.09
C 6.112 1.074 -0.542  -0.08
C 4.855 1.255 -0.003  -0.03
C -4.208 0.163 -0.793  -0.18
C -5.362 0.133 -1.535  0.01
C -6.012 1.362 -1.301  -0.05
C -5.210 2.049 -0.437  -0.10
O -4.123 1.338 -0.126  0.05
H -2.254 0.437 0.634  0.11
H -1.639 -3.051 -0.264  0.10
H 0.333 -4.279 0.546  0.11
H 2.048 -3.120 1.901  0.10
H 1.822 -0.716 2.355  0.12
H 0.901 2.614 1.979  0.16
H 1.624 0.202 -0.494  0.13
H 3.095 -0.773 -2.068  0.11
H 5.343 -1.090 -3.022  0.10
H 7.276 0.090 -2.048  0.10
H 6.960 1.589 -0.116  0.10
H 4.697 1.906 0.841  0.11
H -5.686 -0.673 -2.160  0.12
H -6.943 1.690 -1.714  0.10
H -5.306 3.019 0.011  0.13

=====

No. 3
Here is a 2-piece molecular cluster, C5H13NO2 overall from OMol25. Energies are from ωB97M-V/def2-TZVPD.

Its SMILES is CCC[C@H](N)C=O.O. The spin multiplicity is 1. Its net charge is 0. Its energy relative to the best compared isomer or geometry (same formula, charge and spin) is 1.121 eV. For the LUMO energy, the calculation gives 0.028 Ha.

Each line ends with the Löwdin charge.
Cartesian coordinates (Å):
C 0.460 -0.593 2.386  -0.11
C -0.781 0.238 2.100  -0.25
C -1.471 -0.073 0.758  -0.18
C -0.543 -0.304 -0.419  -0.39
N 0.340 0.823 -0.644  0.05
C -1.341 -0.670 -1.669  -0.20
O -0.979 -0.339 -2.773  0.05
H 0.806 -0.409 3.404  0.07
H 0.289 -1.675 2.285  0.08
H 1.275 -0.357 1.705  0.05
H -0.477 1.281 2.109  0.10
H -1.491 0.067 2.906  0.10
H -2.130 -0.929 0.894  0.11
H -2.108 0.777 0.502  0.12
H 0.086 -1.181 -0.244  0.15
H 0.782 0.722 -1.561  0.09
H -0.182 1.691 -0.671  0.10
H -2.266 -1.271 -1.601  0.13
O 3.327 0.665 -0.349  -0.08
H 2.366 0.670 -0.181  -0.02
H 3.712 0.741 0.532  0.03

=====

No. 4
Here is an isolated ion of composition C6H16N and charge +1 at a distorted geometry from OMol25. Energies are from ωB97M-V/def2-TZVPD.

Its SMILES is CCCCCC[NH3+]. The spin multiplicity is 1. Its net charge is +1. Its energy relative to the best compared isomer or geometry (same formula, charge and spin) is 3.616 eV. For the LUMO energy, the calculation gives -0.147 Ha.

Each line ends with the Löwdin charge.
Cartesian coordinates (Å):
C -2.977 0.728 -1.635  -0.12
C -2.317 0.408 -0.255  -0.24
C -0.699 0.607 -0.213  -0.29
C -0.075 -0.687 -0.275  -0.23
C 1.626 -0.736 -0.319  -0.13
C 2.310 0.276 0.759  -0.14
N 2.332 -0.487 2.044  0.15
H -4.000 1.036 -1.635  0.05
H -2.352 1.621 -2.076  0.10
H -3.030 -0.076 -2.385  0.07
H -2.545 -0.736 -0.276  0.11
H -2.632 0.776 0.771  0.11
H -0.547 1.179 -1.207  0.12
H -0.579 1.588 0.474  0.16
H -0.378 -1.262 0.693  0.13
H -0.195 -1.360 -1.197  0.15
H 1.871 -1.780 -0.156  0.08
H 1.918 -0.749 -1.411  0.12
H 1.626 1.107 0.764  0.09
H 3.295 0.700 0.486  0.13
H 3.305 -1.137 2.173  0.27
H 2.527 0.072 2.866  0.16
H 1.514 -1.088 2.011  0.14

=====

For reference, E_HOMO by record: -11.35; -8.54; -9.78; -13.60 eV.